Entry 1:
15
Properties=species:S:1:pos:R:3:mulliken_spin:R:1 method="wB97M-V/def2-TZVPD" homo_energy_ev="-0.491 / -0.468" s2=0.770 multiplicity=2 charge=-2 e_above_lowest_kj_mol=2.8 fmax_ev_per_a=1.11 total_energy_ev=-69520.87601 gap_ev="5.37 / 5.17"
Sc -0.11 -0.04 0.21 -0.0828
S -0.08 -3.63 3.30 0.0256
Sb -1.56 -2.09 2.43 -0.0070
S -0.34 0.04 2.67 0.2876
S -1.37 -2.20 -0.02 0.0023
N 0.10 0.04 -2.13 0.0060
C 1.51 -0.13 -2.52 -0.0004
C 2.38 0.52 -1.42 0.0007
O 3.32 1.23 -1.76 0.0000
O 2.00 0.21 -0.24 -0.0015
H -0.51 -0.67 -2.50 -0.0007
H -0.26 0.95 -2.40 0.0015
H 1.76 0.29 -3.50 0.0007
H 1.73 -1.20 -2.52 -0.0001
O -1.10 1.56 0.24 0.7680

---

Entry 2:
13
Properties=species:S:1:pos:R:3:lowdin_charge:R:1 method="wB97M-V/def2-TZVPD" homo_energy_ev=-4.862 multiplicity=1 charge=-1 e_above_lowest_kj_mol=105.4 fmax_ev_per_a=3.61 total_energy_ev=-33488.08936 gap_ev=8.50
C 1.15 0.25 -0.65 -0.0706
C 0.00 -0.44 -0.66 -0.4683
O -1.18 0.01 -0.96 -0.3587
S -2.80 0.39 0.07 0.8814
O -3.01 -0.90 0.66 -0.4784
S -3.13 1.42 2.35 0.6743
O -3.07 2.77 2.85 -0.4962
N -1.82 1.26 1.24 -0.3577
O -4.14 1.24 1.16 -0.6148
H 2.02 -0.25 -0.16 0.0302
H 1.28 1.31 -1.01 0.0554
H 0.03 -1.47 -0.01 0.1349
H -1.03 0.59 1.49 0.0687

---

Entry 3:
12
Properties=species:S:1:pos:R:3:lowdin_charge:R:1 method="wB97M-V/def2-TZVPD" homo_energy_ev=-4.671 multiplicity=1 charge=-1 e_above_lowest_kj_mol=173.4 fmax_ev_per_a=4.15 total_energy_ev=-13868.52595 gap_ev=8.55
O -3.13 -0.29 -0.64 -0.0032
C -2.26 -0.14 0.19 -0.7094
O -2.11 0.60 1.13 -0.0040
N -0.86 -0.90 -0.07 0.1289
C 0.28 -0.07 -0.04 -0.7942
O 0.33 0.84 -1.18 0.0278
O 1.33 -0.90 -0.20 0.0777
O 0.34 0.67 1.08 0.0256
H -0.79 -1.67 -0.67 0.0817
H -0.51 0.98 -1.50 0.0242
H 2.01 -0.43 0.23 0.0716
H -0.61 0.78 1.43 0.0731

---

Entry 4:
9
Properties=species:S:1:pos:R:3:lowdin_charge:R:1 method="wB97M-V/def2-TZVPD" homo_energy_ev="-6.505 / -6.503" multiplicity=1 e_above_lowest_kj_mol=316.0 fmax_ev_per_a=4.06 total_energy_ev=-14961.37108 gap_ev="6.93 / 6.93"
C 0.83 0.39 -0.14 -0.2117
C 2.11 0.46 -0.12 -0.0234
N -0.41 0.14 -0.16 -0.2962
O -2.72 -0.85 -0.08 -0.4703
P -2.05 0.67 -0.11 0.6994
H 2.87 0.74 -0.99 0.1033
H 2.64 0.76 0.82 0.0603
H -0.56 -0.91 0.14 0.1560
H -2.71 -1.40 0.65 -0.0176

---

Entry 5:
9
Properties=species:S:1:pos:R:3:mulliken_spin:R:1 method="wB97M-V/def2-TZVPD" homo_energy_ev="0.225 / -4.122" s2=2.010 multiplicity=3 charge=-1 e_above_lowest_kj_mol=246.2 fmax_ev_per_a=11.53 total_energy_ev=-16505.47932 gap_ev="3.87 / 6.51"
C 0.89 0.25 -0.56 0.1384
C 0.24 0.58 0.72 0.0678
N -0.09 -0.76 0.01 0.4224
O -0.43 1.43 1.09 0.1146
S -1.48 -1.31 -0.90 1.2278
H 0.57 0.78 -1.50 0.0034
H 1.92 -0.23 -0.64 0.0192
H 0.84 0.41 1.82 0.0603
H -2.46 -1.16 -0.04 -0.0539

---

Entry 6:
8
Properties=species:S:1:pos:R:3:lowdin_charge:R:1 method="wB97M-V/def2-TZVPD" homo_energy_ev=-7.823 multiplicity=1 e_above_lowest_kj_mol=209.1 fmax_ev_per_a=6.42 total_energy_ev=-12914.36138 gap_ev=7.90
H -1.13 1.39 0.00 -0.1154
P -2.21 0.32 0.05 0.7032
C -0.98 -0.78 0.15 -0.6690
N 0.35 -0.41 0.16 -0.0954
C 1.39 0.35 -0.06 0.0174
H -1.14 -1.87 0.09 0.0518
H 1.61 0.68 -1.07 0.0719
H 2.11 0.31 0.67 0.0354

---

Entry 7:
8
Properties=species:S:1:pos:R:3:lowdin_charge:R:1 method="wB97M-V/def2-TZVPD" homo_energy_ev=-9.485 multiplicity=1 e_above_lowest_kj_mol=135.2 fmax_ev_per_a=4.54 total_energy_ev=-12915.12833 gap_ev=9.31
H -2.02 1.59 -1.36 -0.0023
N -1.69 1.18 -0.54 -0.0016
C -0.48 0.69 -0.53 -0.4591
P 0.47 0.37 1.14 0.8302
C 1.07 -1.18 0.92 -0.4314
H 0.11 0.77 -1.43 0.0367
H 1.85 -1.50 1.68 -0.0074
H 0.67 -1.93 0.12 0.0349

---

Entry 8:
8
Properties=species:S:1:pos:R:3:lowdin_charge:R:1 method="wB97M-V/def2-TZVPD" homo_energy_ev="-8.265 / -9.064" multiplicity=1 e_above_lowest_kj_mol=484.9 fmax_ev_per_a=3.64 total_energy_ev=-12911.50360 gap_ev="7.41 / 8.88"
C 1.36 -0.39 -0.36 -0.1362
C 0.13 -0.20 -0.66 -0.0632
N -1.27 0.01 1.40 -0.4384
P -2.40 0.89 0.88 0.5464
H 2.22 -0.36 -1.19 0.0997
H 1.83 -0.59 0.62 0.0577
H -0.55 0.14 -1.49 0.0444
H -3.47 0.70 2.05 -0.1103

---

Entry 9:
8
Properties=species:S:1:pos:R:3:lowdin_charge:R:1 method="wB97M-V/def2-TZVPD" homo_energy_ev="-6.208 / -6.216" multiplicity=1 e_above_lowest_kj_mol=379.1 fmax_ev_per_a=3.01 total_energy_ev=-12912.60009 gap_ev="4.94 / 4.96"
C -0.02 -0.05 -0.95 -0.1104
C 0.18 -0.37 0.38 -0.5237
N -0.51 -0.10 -2.05 0.2065
P -0.34 0.29 2.26 0.4944
H -0.14 -1.40 0.48 0.0693
H 1.19 -0.53 0.62 0.0219
H -0.07 0.48 -2.82 0.1455
H -0.30 1.68 2.09 -0.3036

---

Entry 10:
8
Properties=species:S:1:pos:R:3:lowdin_charge:R:1 method="wB97M-V/def2-TZVPD" homo_energy_ev="-8.561 / -8.565" multiplicity=1 e_above_lowest_kj_mol=513.2 fmax_ev_per_a=1.39 total_energy_ev=-12911.20983 gap_ev="7.44 / 7.37"
C 0.02 -0.43 0.46 -0.2456
C 1.19 0.29 -0.02 -0.2214
N -2.02 0.95 0.02 -0.2931
P -1.54 -0.47 -0.16 0.5688
H 1.97 -0.46 -0.19 0.0844
H 1.57 0.97 0.74 0.0788
H 1.04 0.84 -0.96 0.0703
H -2.22 -1.69 0.10 -0.0421

---

Entry 11:
8
Properties=species:S:1:pos:R:3:lowdin_charge:R:1 method="wB97M-V/def2-TZVPD" homo_energy_ev=-7.819 multiplicity=1 e_above_lowest_kj_mol=271.6 fmax_ev_per_a=0.78 total_energy_ev=-12913.71399 gap_ev=8.61
C 0.43 -0.48 -0.97 -0.3179
P 0.79 -0.91 0.67 0.8110
C -0.83 -0.20 0.86 -0.3564
N 0.15 0.62 1.31 -0.2447
H 0.58 -1.18 -1.77 -0.0183
H 0.27 0.54 -1.27 -0.0094
H -1.69 0.06 0.26 0.0602
H 0.31 1.55 0.93 0.0755

---

Entry 12:
8
Properties=species:S:1:pos:R:3:lowdin_charge:R:1 method="wB97M-V/def2-TZVPD" homo_energy_ev=-8.871 multiplicity=1 e_above_lowest_kj_mol=198.3 fmax_ev_per_a=1.56 total_energy_ev=-12914.47360 gap_ev=9.88
P 1.53 -0.01 0.10 0.7450
C -0.18 0.05 -0.59 -0.5548
C -1.31 -0.55 0.12 -0.2377
N -1.41 0.69 0.27 0.1203
H 1.36 -0.36 1.44 -0.1340
H 1.89 1.38 0.11 -0.1116
H -0.07 0.31 -1.67 0.0692
H -1.82 -1.50 0.21 0.1035